130
Properties=species:S:1:pos:R:3:forces:R:3 method="wB97M-V/def2-TZVPD" e_tot_ha=-4438.4245 charge=-1
O -0.247 -0.053 3.450 -0.18 0.20 0.40
C 0.020 -0.609 2.371 0.23 0.03 0.79
O 0.406 -1.757 2.166 0.14 -0.38 -0.37
N -0.144 0.273 1.173 -0.09 -0.31 -0.87
C -1.504 0.352 0.780 -0.46 0.36 0.49
C -2.350 1.154 1.560 -0.18 0.16 -0.09
C -3.700 1.283 1.251 0.08 -0.14 -0.19
O -4.509 2.096 2.040 0.33 -0.04 0.04
C -4.242 0.609 0.162 0.33 0.04 -0.05
C -3.422 -0.195 -0.613 0.29 0.19 0.40
C -2.069 -0.333 -0.292 0.23 -0.08 -0.40
S -1.076 -1.423 -1.273 -0.12 -0.12 0.01
C 0.525 -0.723 -1.017 -0.46 -0.02 0.04
C 1.477 -0.946 -1.999 0.22 0.25 0.13
C 2.751 -0.428 -1.845 0.12 0.53 0.31
C 3.061 0.323 -0.720 -0.85 -0.13 0.12
C 2.089 0.561 0.257 0.07 -0.07 0.19
C 2.481 1.428 1.429 0.48 0.24 -0.08
C 2.561 2.940 1.070 -0.63 -0.53 0.02
C 1.508 3.382 0.059 0.16 0.72 0.02
C 0.157 3.554 0.740 -0.26 -0.16 -0.57
S -0.944 4.380 -0.392 1.46 1.58 -1.35
O -0.844 5.799 -0.197 -0.58 -0.13 0.78
O -0.588 4.013 -1.745 -0.57 -0.97 0.03
O -2.411 3.940 -0.055 0.04 -0.37 0.29
C 0.800 0.025 0.127 0.56 0.02 -0.07
H -1.938 1.661 2.421 0.04 0.02 0.08
H -4.763 2.849 1.500 -0.20 0.02 0.04
H -5.290 0.702 -0.052 -0.12 0.01 -0.11
H -3.824 -0.716 -1.466 -0.07 -0.03 -0.13
H 1.250 -1.512 -2.889 -0.14 -0.12 -0.04
H 3.484 -0.591 -2.607 0.14 -0.11 -0.12
H 4.040 0.758 -0.579 0.15 -0.03 -0.08
H 3.486 1.120 1.719 0.09 -0.04 0.14
H 1.866 1.284 2.311 -0.33 -0.08 -0.10
H 3.548 3.210 0.703 0.13 -0.09 -0.08
H 2.375 3.499 1.987 0.30 0.17 0.12
H 1.425 2.731 -0.803 0.04 -0.24 0.02
H 1.791 4.360 -0.334 0.11 0.08 -0.04
H -0.276 2.595 1.008 0.03 -0.11 0.33
H 0.271 4.235 1.577 -0.33 -0.09 0.27
H -2.449 2.963 0.065 -0.16 0.03 -0.01
C -7.731 -0.218 1.993 0.04 0.03 0.09
O -6.800 -0.247 1.215 -0.27 -0.11 0.00
N -7.548 -0.074 3.341 0.01 -0.04 0.06
N -9.037 -0.325 1.586 -0.03 0.01 -0.02
H -8.296 -0.046 4.005 -0.02 0.00 -0.02
H -6.601 0.014 3.663 0.02 0.05 -0.05
H -9.200 -0.432 0.602 0.03 -0.01 -0.01
H -9.818 -0.303 2.212 0.01 0.00 0.03
C -3.143 -4.313 1.265 0.11 0.18 0.17
O -3.479 -4.454 0.099 0.01 -0.12 -0.08
N -3.567 -5.184 2.246 -0.04 -0.08 -0.02
N -2.335 -3.314 1.699 -0.21 -0.06 -0.04
H -3.309 -5.098 3.209 0.03 0.04 0.00
H -4.165 -5.935 1.963 -0.01 0.01 -0.03
H -1.992 -2.649 1.029 0.18 -0.01 -0.08
H -2.052 -3.203 2.654 0.14 0.01 -0.02
C 1.523 -1.235 7.149 -0.11 0.05 -0.21
O 2.451 -1.343 7.952 0.25 0.06 0.23
N 0.219 -1.250 7.557 -0.05 -0.05 0.16
N 1.699 -1.092 5.820 -0.15 -0.01 -0.14
H -0.553 -1.160 6.923 0.06 0.04 -0.08
H 0.042 -1.353 8.538 0.02 0.00 0.01
H 2.639 -1.073 5.474 0.01 -0.04 -0.02
H 0.934 -0.991 5.158 0.10 0.14 -0.14
C 4.559 -3.316 -3.944 -0.44 -0.36 0.07
O 3.824 -2.528 -3.364 0.43 0.13 -0.29
N 5.791 -2.976 -4.434 0.02 0.09 0.06
N 4.167 -4.602 -4.130 0.18 -0.15 0.06
H 6.388 -3.622 -4.913 -0.08 -0.05 -0.04
H 6.094 -2.030 -4.303 -0.02 0.01 0.01
H 3.259 -4.848 -3.775 0.02 -0.17 -0.02
H 4.706 -5.306 -4.602 -0.06 0.07 -0.20
C -4.299 2.000 -3.405 -0.04 0.21 -0.14
O -4.712 0.855 -3.295 0.02 0.06 -0.04
N -5.085 3.049 -3.777 0.22 -0.29 -0.02
N -2.993 2.344 -3.175 0.20 -0.39 -0.03
H -4.755 3.997 -3.870 -0.23 -0.13 0.12
H -6.049 2.857 -3.964 -0.03 0.04 0.05
H -2.361 1.609 -2.909 0.01 0.02 0.08
H -2.641 3.279 -3.254 -0.09 0.05 0.23
C 5.883 -0.620 10.339 -0.17 0.01 0.00
O 6.893 -0.501 11.017 0.04 0.07 -0.08
N 5.286 -1.815 10.092 -0.21 -0.22 -0.10
N 5.257 0.453 9.755 0.14 0.08 -0.22
H 4.454 -1.908 9.530 0.00 0.07 -0.02
H 5.699 -2.637 10.489 0.07 0.03 0.02
H 5.656 1.360 9.910 -0.03 0.01 0.08
H 4.426 0.366 9.194 -0.04 -0.09 0.04
C 0.938 -6.195 -3.017 -0.19 0.17 0.18
O 1.735 -6.552 -3.881 0.04 0.17 -0.12
N 1.298 -6.053 -1.713 0.04 -0.16 -0.04
N -0.363 -5.903 -3.300 0.08 -0.11 -0.04
H 0.669 -5.749 -0.993 -0.02 0.11 -0.02
H 2.251 -6.251 -1.474 0.01 0.04 0.00
H -0.658 -5.993 -4.253 -0.01 0.00 -0.01
H -1.026 -5.599 -2.610 0.00 0.07 0.05
C -0.857 5.123 -6.110 0.04 -0.01 0.11
O -1.256 4.926 -7.248 -0.06 0.08 0.01
N -1.143 4.295 -5.068 -0.11 0.02 0.10
N -0.087 6.209 -5.785 0.02 0.07 -0.04
H -0.816 4.452 -4.127 0.05 -0.07 -0.01
H -1.703 3.484 -5.259 0.07 -0.05 -0.03
H 0.146 6.843 -6.524 0.01 -0.01 -0.02
H 0.249 6.389 -4.858 -0.02 -0.05 0.02
C 3.416 -5.483 -7.674 -0.34 0.07 0.22
O 4.452 -5.811 -7.122 0.30 -0.05 -0.07
N 2.259 -5.284 -6.984 0.11 -0.03 0.02
N 3.338 -5.292 -9.030 0.07 -0.03 -0.04
H 1.397 -5.013 -7.415 0.01 0.02 -0.03
H 2.284 -5.427 -5.986 -0.07 -0.09 0.01
H 4.176 -5.432 -9.561 0.02 0.00 0.01
H 2.498 -5.022 -9.503 -0.02 0.02 0.04
C -6.217 6.126 -5.095 0.11 0.06 -0.18
O -5.779 5.625 -4.072 -0.15 0.34 -0.04
N -7.511 6.557 -5.196 -0.03 -0.01 0.05
N -5.452 6.290 -6.213 0.04 -0.01 0.09
H -7.895 6.970 -6.024 0.03 0.00 -0.02
H -8.094 6.447 -4.388 0.01 0.00 0.02
H -4.497 5.980 -6.171 0.01 -0.01 -0.04
H -5.793 6.696 -7.062 -0.02 -0.01 -0.01
C 8.429 -0.067 6.478 -0.05 -0.01 0.06
O 9.447 -0.130 5.809 0.00 0.01 -0.01
N 8.446 0.140 7.827 0.01 0.07 -0.02
N 7.182 -0.199 5.930 -0.01 0.02 -0.06
H 7.619 0.194 8.392 -0.02 -0.06 0.07
H 9.341 0.239 8.266 0.01 -0.04 0.02
H 7.129 -0.354 4.941 0.01 -0.01 -0.01
H 6.335 -0.153 6.465 0.02 -0.02 0.05